a.
{"formula": "CHFNO5S", "method": "ωB97M-V/def2-TZVPD", "elements": ["C", "N", "O", "O", "O", "O", "O", "F", "S", "H"], "coordinates": [[-0.065, 0.540, 0.118], [-0.729, -0.389, -2.108], [-0.083, -1.490, 1.732], [0.098, -0.972, -2.719], [-1.836, -0.055, -2.341], [0.267, 0.774, 2.529], [2.091, -0.503, 1.304], [0.687, 1.626, -0.110], [0.680, -0.232, 1.578], [-1.111, 0.703, 0.018]], "gap_ev": [8.9, 7.1], "lumo_ev": [3.3, 2.1], "homo_ev": [-5.607, -5.038], "charge": -1}

***

b.
{"formula": "CHFNO5S", "method": "ωB97M-V/def2-TZVPD", "elements": ["O", "N", "O", "C", "F", "S", "O", "O", "O", "H"], "coordinates": [[1.191, 1.321, -1.150], [0.912, 1.007, 0.002], [0.697, 1.868, 0.876], [0.783, -0.328, 0.337], [0.888, -0.517, 1.639], [-1.214, -0.612, -0.226], [-1.123, -0.547, -1.697], [-1.574, -1.876, 0.278], [-1.771, 0.615, 0.371], [1.210, -0.931, -0.429]], "gap_ev": 9.5, "smiles": "O=[N+]([O-])[C@@H](F)S(=O)(=O)[O-]", "lumo_ev": 3.6, "homo_ev": -5.890, "charge": -1}

***

c.
{"formula": "CHFNO5S", "method": "ωB97M-V/def2-TZVPD", "elements": ["C", "N", "O", "O", "O", "O", "O", "F", "S", "H"], "coordinates": [[0.965, -1.007, 0.114], [0.279, -0.832, 1.168], [-1.482, 2.081, -0.208], [0.304, -0.988, 2.376], [-0.929, 0.087, 0.651], [0.607, -0.680, -1.022], [-1.408, 0.509, -1.914], [0.712, 1.556, -0.742], [-0.859, 0.948, -0.642], [1.811, -1.675, 0.219]], "gap_ev": 8.1, "lumo_ev": 4.0, "homo_ev": -4.073, "charge": -1}

***

So which one wins? Going from most stable to least: b, c, a.

***

a.
{"formula": "C26H31NO6S", "method": "ωB97M-V/def2-TZVPD", "elements": ["C", "O", "C", "C", "C", "C", "C", "C", "C", "O", "O", "C", "C", "C", "O", "C", "O", "C", "C", "H", "H", "H", "H", "H", "H", "H", "H", "H", "H", "H", "H", "H", "H", "C", "N", "C", "C", "C", "C", "C", "C", "C", "S", "C", "C", "O", "C", "C", "H", "H", "H", "H", "H", "H", "H", "H", "H", "H", "H", "H", "H", "H", "H", "H", "H"], "coordinates": [[-4.332, -0.677, -2.559], [-3.945, 0.672, -2.210], [-2.640, 1.030, -2.365], [-2.267, 2.261, -1.786], [-0.981, 2.383, -1.306], [-0.035, 1.362, -1.510], [1.268, 1.425, -0.712], [2.470, 0.855, -1.403], [3.642, 1.720, -1.452], [3.581, 2.916, -1.224], [4.872, 1.133, -1.677], [4.844, -0.098, -2.420], [4.393, 0.130, -3.847], [6.244, -0.706, -2.340], [3.966, -1.027, -1.748], [2.690, -0.566, -1.436], [1.855, -1.406, -1.127], [-0.353, 0.294, -2.347], [-1.642, 0.164, -2.858], [-5.386, -0.732, -2.275], [-4.209, -0.859, -3.636], [-3.751, -1.422, -1.993], [-3.039, 2.999, -1.581], [-0.701, 3.256, -0.717], [1.516, 2.488, -0.605], [3.426, 0.641, -3.889], [5.148, 0.736, -4.358], [4.316, -0.838, -4.348], [6.571, -0.754, -1.297], [6.236, -1.714, -2.758], [6.949, -0.089, -2.903], [0.380, -0.482, -2.558], [-1.904, -0.658, -3.525], [-5.540, -2.291, 1.560], [-4.572, -1.918, 2.574], [-4.862, -2.384, 3.912], [-3.443, -1.187, 2.282], [-3.510, -0.109, 1.367], [-2.440, 0.763, 1.257], [-1.179, 0.422, 1.772], [-0.009, 1.358, 1.496], [1.121, 0.833, 0.650], [2.946, 1.385, 1.640], [2.632, 1.607, 3.390], [3.753, -0.217, 1.685], [-0.018, 2.518, 1.898], [-1.066, -0.732, 2.577], [-2.201, -1.467, 2.913], [-5.347, -1.766, 0.617], [-5.488, -3.375, 1.363], [-6.555, -2.059, 1.914], [-4.489, -1.675, 4.661], [-5.950, -2.475, 4.020], [-4.408, -3.363, 4.110], [-4.446, 0.091, 0.835], [-2.580, 1.731, 0.778], [1.173, -0.258, 0.652], [3.463, 2.214, 3.768], [1.687, 2.138, 3.500], [2.604, 0.627, 3.872], [4.812, -0.024, 1.466], [3.631, -0.621, 2.695], [3.333, -0.903, 0.940], [-0.088, -1.009, 2.984], [-2.147, -2.294, 3.621]], "gap_ev": 6.7, "lumo_ev": -0.6, "homo_ev": -7.311, "charge": 0}

***

b.
{"formula": "C26H31NO6S", "method": "ωB97M-V/def2-TZVPD", "elements": ["C", "C", "C", "C", "C", "O", "C", "C", "C", "C", "C", "C", "C", "C", "C", "C", "C", "C", "C", "C", "C", "C", "C", "N", "C", "C", "O", "H", "H", "H", "H", "H", "H", "H", "H", "H", "H", "H", "H", "H", "H", "H", "H", "H", "H", "H", "H", "H", "H", "H", "H", "H", "H", "H", "O", "S", "O", "O", "C", "C", "O", "H", "H", "H", "H"], "coordinates": [[-2.639, 5.046, 4.365], [-2.886, 3.678, 3.698], [-2.989, 3.703, 2.188], [-2.581, 4.695, 1.407], [-2.723, 4.522, -0.081], [-2.982, 5.433, -0.845], [-2.530, 3.094, -0.558], [-1.962, 2.809, -1.775], [-1.783, 1.491, -2.116], [-2.141, 0.424, -1.314], [-1.848, -0.983, -1.789], [-0.392, -1.245, -2.172], [-0.064, -2.424, -2.818], [1.229, -2.677, -3.205], [2.260, -1.791, -2.979], [3.684, -2.020, -3.423], [1.945, -0.624, -2.301], [0.648, -0.379, -1.915], [-2.763, 0.713, -0.098], [-3.233, -0.393, 0.829], [-2.198, -0.749, 1.922], [-2.800, -1.321, 3.224], [-4.086, -2.149, 3.035], [-3.931, -3.219, 2.030], [-2.941, 2.042, 0.254], [-3.595, 2.459, 1.559], [-4.545, 1.896, 2.069], [-3.573, 5.616, 4.314], [-2.369, 4.853, 5.408], [-1.829, 5.600, 3.885], [-2.018, 3.042, 3.947], [-3.748, 3.164, 4.136], [-2.123, 5.589, 1.823], [-1.650, 3.584, -2.469], [-1.322, 1.261, -3.076], [-2.078, -1.709, -1.000], [-2.497, -1.267, -2.628], [-0.818, -3.174, -3.048], [1.434, -3.620, -3.712], [4.250, -1.083, -3.400], [3.747, -2.388, -4.455], [4.208, -2.754, -2.799], [2.754, 0.079, -2.120], [0.454, 0.566, -1.413], [-4.195, -0.153, 1.282], [-3.428, -1.268, 0.200], [-1.492, -1.488, 1.523], [-1.611, 0.153, 2.143], [-2.056, -1.976, 3.698], [-3.024, -0.544, 3.969], [-4.310, -2.609, 4.006], [-4.915, -1.462, 2.815], [-4.448, -2.942, 1.201], [-4.404, -4.057, 2.352], [7.228, 0.044, -2.427], [7.395, -1.355, -2.575], [6.951, -2.057, -3.722], [6.799, -2.071, -1.265], [7.815, -2.857, -0.631], [9.114, -2.159, -0.975], [8.940, -1.720, -2.326], [7.780, -3.864, -1.051], [7.641, -2.906, 0.441], [9.975, -2.817, -0.896], [9.271, -1.279, -0.347]], "gap_ev": 8.2, "smiles": "CCC1=CC(=O)c2ccc(Cc3ccc(C)cc3)c(CCCCN)c2C1=O.O=S1(=O)OCCO1", "lumo_ev": -0.4, "homo_ev": -8.693, "charge": 0}

***

So which one wins? Going from most stable to least: b, a.

***

a.
{"formula": "C5H5NOS", "method": "ωB97M-V/def2-TZVPD", "elements": ["C", "C", "N", "S", "C", "H", "H", "H", "C", "C", "O", "H", "H"], "coordinates": [[1.068, -0.469, -2.664], [0.029, -0.052, -1.778], [0.315, -0.258, -0.473], [1.783, -0.967, -0.308], [2.108, -0.994, -1.959], [0.804, -0.265, -3.670], [-0.760, 0.420, -2.306], [2.942, -1.403, -2.486], [-0.681, -0.986, 2.324], [-0.337, 0.220, 2.604], [0.097, 1.268, 2.804], [-0.739, -1.637, 3.126], [-0.671, -1.247, 1.234]], "gap_ev": 9.6, "smiles": "c1cnsc1.C=C=O", "lumo_ev": 0.7, "homo_ev": -8.894, "charge": 0}

***

b.
{"formula": "C5H5NOS", "method": "ωB97M-V/def2-TZVPD", "elements": ["N", "C", "C", "C", "O", "C", "C", "S", "H", "H", "H", "H", "H"], "coordinates": [[0.120, -2.275, 3.048], [0.085, -1.716, 2.032], [0.361, -0.927, 0.784], [-0.279, -1.343, -0.359], [-0.363, -0.610, -1.445], [0.194, 0.682, -1.300], [-0.126, 1.542, -0.047], [0.871, 0.714, 1.324], [-0.908, -2.292, -0.477], [-0.128, 1.083, -2.302], [1.247, 0.774, -1.263], [-1.222, 1.728, 0.158], [0.148, 2.638, -0.152]], "gap_ev": 9.3, "smiles": "N#CC1=COCCS1", "lumo_ev": 0.4, "homo_ev": -8.822, "charge": 0}

***

So which one wins? Going from most stable to least: a, b.

***

a.
{"formula": "C11H21N5O5", "method": "ωB97M-V/def2-TZVPD", "elements": ["H", "N", "C", "N", "N", "C", "C", "C", "C", "N", "C", "O", "N", "C", "C", "C", "C", "O", "O", "C", "O", "O", "H", "H", "H", "H", "H", "H", "H", "H", "H", "H", "H", "H", "H", "H", "H", "H", "H", "H", "H", "H"], "coordinates": [[-1.798, 3.940, 0.892], [-1.817, 3.347, 0.063], [-2.344, 2.160, 0.252], [-3.049, 1.763, 1.439], [-2.192, 1.164, -0.650], [-3.011, 0.003, -0.762], [-2.541, -1.012, -1.752], [-1.324, -1.772, -1.157], [-0.098, -0.856, -1.268], [0.074, -0.261, -2.535], [1.263, -1.538, -0.918], [1.950, -1.876, -1.823], [1.534, -1.908, 0.342], [1.548, -1.072, 1.606], [1.847, 0.389, 1.389], [3.172, 0.555, 0.760], [3.518, 1.755, -0.050], [2.899, 2.791, -0.098], [4.620, 1.469, -0.819], [0.150, -1.177, 2.167], [-0.748, -0.341, 2.204], [-0.052, -2.350, 2.756], [-3.578, 2.599, 1.746], [-2.272, 1.469, 2.076], [-1.508, 1.366, -1.420], [-3.094, -0.543, 0.251], [-4.012, 0.262, -1.042], [-3.362, -1.712, -2.084], [-2.274, -0.502, -2.717], [-1.070, -2.636, -1.834], [-1.475, -2.159, -0.153], [-0.202, -0.112, -0.414], [0.645, -0.958, -3.073], [0.773, 0.470, -2.478], [1.434, -2.933, 0.540], [2.252, -1.637, 2.142], [1.655, 0.881, 2.329], [1.128, 0.829, 0.642], [3.924, 0.560, 1.495], [3.509, -0.262, 0.113], [4.755, 2.143, -1.515], [-0.825, -2.297, 3.358]], "gap_ev": 8.4, "smiles": "[H]/N=C(\\N)NCCC[C@H](N)C(=O)N[C@@H](CCC(=O)O)C(=O)O", "lumo_ev": 0.2, "homo_ev": -8.193, "charge": 0}

***

b.
{"formula": "C11H21N5O5", "method": "ωB97M-V/def2-TZVPD", "elements": ["H", "N", "C", "N", "N", "C", "C", "C", "C", "N", "C", "O", "N", "C", "C", "C", "C", "O", "O", "C", "O", "O", "H", "H", "H", "H", "H", "H", "H", "H", "H", "H", "H", "H", "H", "H", "H", "H", "H", "H", "H", "H"], "coordinates": [[-0.950, 4.101, -1.117], [-1.125, 3.187, -1.379], [-1.686, 2.437, -0.507], [-2.108, 2.845, 0.737], [-1.882, 1.186, -0.845], [-2.743, 0.193, -0.298], [-2.849, -1.091, -1.116], [-1.743, -2.164, -0.791], [-0.322, -1.534, -0.812], [0.211, -1.442, -2.208], [0.684, -2.326, 0.031], [1.151, -3.358, -0.391], [1.171, -1.863, 1.252], [1.138, -0.501, 1.761], [1.751, 0.478, 0.763], [3.306, 0.468, 0.809], [3.957, 1.021, -0.435], [5.096, 1.506, -0.472], [3.191, 0.887, -1.553], [-0.178, -0.074, 2.102], [-0.373, 1.137, 2.236], [-1.094, -0.955, 2.442], [-1.864, 3.810, 0.943], [-1.654, 2.399, 1.570], [-1.621, 1.146, -1.818], [-2.391, -0.005, 0.753], [-3.786, 0.595, -0.170], [-3.881, -1.422, -0.904], [-2.781, -0.825, -2.197], [-1.686, -2.954, -1.600], [-1.912, -2.758, 0.112], [-0.284, -0.485, -0.512], [0.432, -2.390, -2.481], [1.084, -0.990, -2.131], [1.840, -2.526, 1.548], [1.768, -0.561, 2.676], [1.352, 1.524, 0.984], [1.388, 0.173, -0.263], [3.796, 0.981, 1.680], [3.566, -0.637, 0.915], [3.754, 1.244, -2.260], [-1.724, -0.453, 2.947]], "gap_ev": 8.3, "smiles": "[H]/N=C(\\N)NCCC[C@H](N)C(=O)N[C@@H](CCC(=O)O)C(=O)O", "lumo_ev": 0.1, "homo_ev": -8.265, "charge": 0}

***

So which one wins? Going from most stable to least: b, a.